Density functional theory data (ωB97M-V/def2-TZVPD) for the molecule C16H21FN2O2.

Calculated values
- maximum force (eV/Å) = 0.55
- energy relative to the best compared isomer or geometry (same formula, charge and spin) (kJ/mol) = 13.2
- 2S+1 = 1
- frontier orbital gap (eV) = 9.93
- energy (eV) = -26726.5268

Bonds (Å) are listed after each position.
Element x y z (Å)
1 C 2.874 3.598 -0.653  C2 1.527, H22 1.088, H23 1.087, H24 1.088
2 C 2.332 2.359 0.057  C1 1.527, C3 1.526, C4 1.533, H25 1.095
3 C 1.119 2.721 0.909  C2 1.526, H26 1.086, H27 1.087, H28 1.088
4 C 1.963 1.289 -0.977  C2 1.533, C5 1.513, H29 1.092, H30 1.094
5 C 1.719 -0.064 -0.345  C4 1.513, O6 1.216, N7 1.368
6 O 1.875 -0.284 0.841  C5 1.216
7 N 1.353 -1.071 -1.194  C5 1.368, C8 1.444, C21 1.450
8 C 0.900 -0.884 -2.552  N7 1.444, C9 1.548, H31 1.088, H32 1.095
9 C -0.624 -0.611 -2.541  C8 1.548, N10 1.449, H33 1.095, H34 1.092
10 N -1.171 -1.076 -1.283  C9 1.449, C11 1.361, C20 1.443
11 C -1.665 -0.162 -0.404  N10 1.361, O12 1.215, C13 1.499
12 O -1.827 1.004 -0.707  C11 1.215
13 C -2.077 -0.698 0.933  C11 1.499, C14 1.390, C19 1.390
14 C -3.402 -1.066 1.134  C13 1.390, C15 1.383, H35 1.080
15 C -3.826 -1.505 2.375  C14 1.383, C16 1.383, H36 1.078
16 C -2.907 -1.560 3.408  C15 1.383, F17 1.350, C18 1.383
17 F -3.313 -1.992 4.620  C16 1.350
18 C -1.586 -1.188 3.235  C16 1.383, C19 1.384, H37 1.078
19 C -1.173 -0.752 1.988  C13 1.390, C18 1.384, H38 1.080
20 C -0.689 -2.382 -0.903  N10 1.443, C21 1.552, H39 1.095, H40 1.089
21 C 0.834 -2.299 -0.623  N7 1.450, C20 1.552, H41 1.091, H42 1.094
22 H 2.118 4.015 -1.315  C1 1.088
23 H 3.149 4.359 0.073  C1 1.087
24 H 3.756 3.356 -1.243  C1 1.088
25 H 3.110 1.951 0.710  C2 1.095
26 H 0.794 1.860 1.486  C3 1.086
27 H 1.368 3.521 1.602  C3 1.087
28 H 0.291 3.047 0.283  C3 1.088
29 H 1.057 1.605 -1.499  C4 1.092
30 H 2.770 1.188 -1.707  C4 1.094
31 H 1.441 -0.074 -3.038  C8 1.088
32 H 1.116 -1.809 -3.096  C8 1.095
33 H -1.117 -1.128 -3.370  C9 1.095
34 H -0.844 0.456 -2.607  C9 1.092
35 H -4.103 -1.006 0.315  C14 1.080
36 H -4.849 -1.798 2.550  C15 1.078
37 H -0.900 -1.237 4.065  C18 1.078
38 H -0.144 -0.459 1.842  C19 1.080
39 H -0.890 -3.065 -1.734  C20 1.095
40 H -1.227 -2.736 -0.024  C20 1.089
41 H 1.038 -2.267 0.449  C21 1.091
42 H 1.356 -3.156 -1.060  C21 1.094